# 1
A molecular structure, C33H30BeN2OP2Te. Source: the Open Molecules 2025 dataset; level of theory: ωB97M-V/def2-TZVPD.

The calculation puts the LUMO energy at 0.02 eV. The value obtained for the HOMO energy is -6.82 eV. The total energy comes out at -2425.7603 Eh. The gap between HOMO and LUMO comes out at 0.251 Ha.

```
70
Properties=species:S:1:pos:R:3:forces:R:3:lowdin_charge:R:1
Be 0.330 -1.968 -1.047 0.335 -0.492 -0.422 -0.055
N -1.534 -5.110 -1.603 0.004 -0.078 -0.049 0.209
C -0.640 -4.128 -1.541 -0.038 0.122 0.074 -0.447
O -0.944 -3.051 -0.978 0.029 0.051 -0.005 -0.069
C 0.741 -4.289 -2.114 0.078 0.201 0.000 -0.174
C 1.441 -2.911 -2.061 0.012 -0.228 -0.053 -0.202
H -2.445 -4.987 -1.193 0.006 0.034 0.010 0.130
H -1.309 -5.977 -2.056 -0.003 -0.001 0.005 0.121
H 0.663 -4.736 -3.110 -0.011 -0.026 0.022 0.114
H 1.248 -5.028 -1.484 -0.013 -0.011 -0.003 0.122
H 1.533 -2.513 -3.076 -0.076 0.035 0.035 0.043
H 2.468 -3.043 -1.713 -0.044 0.044 0.034 0.033
Te -2.427 -0.577 0.618 0.206 0.535 0.245 1.286
C -3.385 1.269 0.995 -0.067 -0.054 -0.080 -0.541
C -4.761 1.375 0.826 0.006 -0.040 0.016 -0.144
C -5.372 2.602 1.040 0.069 0.047 0.004 -0.165
N -4.715 3.705 1.400 0.077 -0.064 -0.003 0.048
C -3.396 3.586 1.561 -0.123 -0.024 -0.005 -0.158
C -2.690 2.406 1.373 0.031 0.052 0.004 -0.141
C -0.432 0.335 0.508 -0.314 -0.506 -0.133 -0.827
P 0.662 -1.051 0.955 -0.079 0.338 0.287 0.870
C 2.326 -0.360 1.273 -0.015 -0.030 -0.002 -0.353
C 3.454 -1.000 0.772 -0.021 0.059 -0.065 -0.083
C 4.724 -0.521 1.079 -0.038 0.004 -0.018 -0.080
C 4.865 0.595 1.887 -0.019 -0.014 -0.010 -0.087
C 3.738 1.239 2.389 -0.023 0.013 -0.003 -0.079
C 2.474 0.763 2.084 0.042 -0.028 0.020 -0.103
C 0.274 -1.602 2.655 0.066 -0.119 -0.111 -0.377
C -0.424 -0.792 3.545 0.026 0.016 0.041 -0.125
C -0.613 -1.203 4.856 0.004 -0.003 -0.020 -0.075
C -0.110 -2.424 5.286 -0.005 0.013 -0.003 -0.089
C 0.590 -3.234 4.404 0.009 0.014 -0.048 -0.089
C 0.783 -2.821 3.092 -0.067 -0.002 -0.007 -0.095
P -0.186 0.183 -1.305 -0.033 0.295 0.167 0.852
C -1.481 1.195 -2.099 -0.061 -0.186 0.014 -0.389
C -2.446 0.619 -2.921 0.055 0.024 -0.028 -0.115
C -3.479 1.390 -3.434 0.009 0.042 0.029 -0.084
C -3.561 2.739 -3.114 0.008 -0.047 -0.001 -0.083
C -2.600 3.319 -2.297 0.026 -0.013 -0.006 -0.074
C -1.558 2.550 -1.797 -0.024 0.055 -0.026 -0.089
C 1.306 1.124 -1.781 -0.004 -0.010 -0.029 -0.351
C 1.922 2.036 -0.934 0.018 0.081 -0.035 -0.098
C 3.038 2.746 -1.363 -0.019 -0.022 0.010 -0.074
C 3.536 2.554 -2.643 -0.015 -0.027 -0.022 -0.089
C 2.922 1.645 -3.498 -0.018 0.003 0.036 -0.085
C 1.816 0.929 -3.066 0.069 -0.011 0.075 -0.093
H -5.355 0.522 0.516 -0.019 0.037 0.002 0.088
H -6.444 2.708 0.904 0.016 -0.012 0.006 0.100
H -2.871 4.490 1.854 0.002 -0.008 -0.007 0.101
H -1.611 2.372 1.481 -0.019 -0.013 0.021 0.070
H 3.334 -1.861 0.126 0.017 0.005 0.028 0.086
H 5.600 -1.019 0.681 -0.016 0.003 0.003 0.102
H 5.854 0.965 2.130 -0.012 0.014 -0.006 0.100
H 3.850 2.114 3.019 -0.004 -0.021 -0.008 0.103
H 1.587 1.261 2.462 0.024 -0.004 0.009 0.107
H -0.817 0.159 3.205 -0.009 0.002 -0.006 0.081
H -1.158 -0.569 5.544 0.000 -0.003 -0.007 0.105
H -0.263 -2.743 6.310 0.001 0.008 -0.014 0.101
H 0.988 -4.185 4.737 0.001 0.007 -0.007 0.100
H 1.339 -3.447 2.402 -0.003 -0.011 0.020 0.103
H -2.393 -0.440 -3.143 -0.019 -0.010 0.012 0.099
H -4.231 0.937 -4.069 0.018 -0.006 0.002 0.100
H -4.378 3.338 -3.498 0.021 -0.007 0.004 0.102
H -2.668 4.369 -2.042 0.007 -0.013 0.008 0.106
H -0.810 2.999 -1.154 -0.024 0.003 -0.005 0.107
H 1.523 2.189 0.060 -0.023 -0.005 -0.004 0.087
H 3.519 3.450 -0.695 -0.015 -0.011 0.002 0.104
H 4.403 3.110 -2.976 -0.010 -0.015 0.004 0.100
H 3.309 1.493 -4.498 -0.003 -0.004 0.016 0.101
H 1.343 0.208 -3.724 0.010 0.022 -0.011 0.102
```
Positions in Å, forces in eV/Å.

# 2
2 unconnected molecules or ions with the total composition C2H5N2O at a distorted geometry. Source: the Open Molecules 2025 dataset; level of theory: ωB97M-V/def2-TZVPD.

The calculation puts the LUMO energy at -8.31 eV. As for the relative energy (zero: lowest compared OMol25 entry of this formula, charge and spin): 429.9 kJ/mol. The value obtained for the HOMO energy is -12.75 eV. The total energy comes out at -263.5506 Eh. The gap between HOMO and LUMO comes out at 0.163 Ha. Its total charge is +1.

```
10
Properties=species:S:1:pos:R:3:forces:R:3:lowdin_charge:R:1
C 1.198 1.773 0.136 -1.832 9.516 -0.562 0.155
C 1.555 0.440 0.001 2.314 -4.417 -0.556 -0.109
N 0.778 -0.567 -0.193 0.040 2.098 0.560 0.254
N -2.155 -0.750 0.147 3.754 0.630 -0.396 0.025
O 1.099 2.956 0.115 0.625 -8.074 0.431 0.380
H 2.707 0.354 0.004 -1.477 0.353 0.164 0.199
H 1.208 -1.494 -0.289 0.501 0.427 -0.074 0.133
H -3.113 -0.682 0.121 -2.258 -0.580 1.282 -0.014
H -1.444 -1.195 0.738 -1.989 0.079 0.217 0.007
H -1.834 -0.835 -0.781 0.321 -0.031 -1.065 -0.029
```
Positions in Å, forces in eV/Å.

# 3
A single C6H5NO3 molecule at a distorted geometry. Source: the Open Molecules 2025 dataset; level of theory: ωB97M-V/def2-TZVPD.

As for the SMILES: O=C(O)c1ccc[nH]c1=O. The calculation puts the LUMO energy at -0.55 eV. As for the relative energy (zero: lowest compared OMol25 entry of this formula, charge and spin): 264.8 kJ/mol. The value obtained for the HOMO energy is -9.35 eV. The total energy comes out at -512.0383 Eh. The gap between HOMO and LUMO comes out at 0.323 Ha.

```
15
Properties=species:S:1:pos:R:3:forces:R:3:lowdin_charge:R:1
O 2.702 -1.064 -0.248 -0.012 0.255 -0.229 0.088
C 2.035 -0.067 -0.130 3.730 3.183 -0.525 -0.505
O 2.657 1.153 -0.047 -1.570 0.069 1.763 0.082
C 0.593 -0.012 -0.108 2.063 -1.971 -0.055 -0.074
C 0.309 -1.305 0.178 -2.363 0.153 -0.559 0.050
C -1.102 -1.395 0.188 -0.453 -2.426 1.053 -0.077
C -1.922 -0.404 -0.098 -3.571 4.469 -1.775 -0.034
N -1.554 0.956 -0.343 2.490 -5.865 0.177 0.149
C -0.263 1.147 -0.197 3.745 5.587 4.665 -0.319
O 0.165 2.312 0.327 -1.037 -4.071 -2.959 -0.047
H 2.002 1.721 0.515 1.098 -0.489 -1.772 0.129
H 1.101 -2.151 0.285 -1.879 1.900 -0.088 0.185
H -1.537 -2.289 0.542 -0.778 -1.021 -0.094 0.101
H -3.017 -0.237 -0.280 0.703 -2.241 0.858 0.150
H -2.168 1.634 -0.585 -2.166 2.468 -0.461 0.123
```
Positions in Å, forces in eV/Å.

# 4
A single C2H3NS2 molecule at a distorted geometry. Source: the Open Molecules 2025 dataset; level of theory: ωB97M-V/def2-TZVPD.

As for the SMILES: C1=NSCS1. The calculation puts the LUMO energy at 0.68 eV. As for the relative energy (zero: lowest compared OMol25 entry of this formula, charge and spin): 47.8 kJ/mol. The value obtained for the HOMO energy is -8.42 eV. The total energy comes out at -929.0991 Eh. The gap between HOMO and LUMO comes out at 0.334 Ha.

```
8
Properties=species:S:1:pos:R:3:forces:R:3:lowdin_charge:R:1
C 0.466 -0.239 -1.366 -1.843 -1.249 2.347 -0.505
N 0.007 -1.315 -0.792 1.325 1.640 -2.084 -0.414
S -0.832 -1.090 0.598 -1.180 -1.561 0.194 0.806
C -0.208 0.481 1.039 0.146 0.016 0.937 -0.830
S 0.099 1.348 -0.513 0.615 -0.788 -0.192 0.809
H 0.850 -0.305 -2.360 0.464 0.320 -0.368 0.061
H -0.993 0.886 1.671 -0.083 0.693 -0.274 0.035
H 0.612 0.234 1.724 0.555 0.929 -0.560 0.040
```
Positions in Å, forces in eV/Å.

# 5
2 unconnected molecules or ions with the total composition C3H10OS at a distorted geometry. Source: the Open Molecules 2025 dataset; level of theory: ωB97M-V/def2-TZVPD.

As for the SMILES: CCCS.O. The calculation puts the LUMO energy at 0.74 eV. As for the relative energy (zero: lowest compared OMol25 entry of this formula, charge and spin): 24.9 kJ/mol. The value obtained for the HOMO energy is -8.88 eV. The total energy comes out at -593.7076 Eh. The gap between HOMO and LUMO comes out at 0.354 Ha.

```
15
Properties=species:S:1:pos:R:3:forces:R:3:lowdin_charge:R:1
C 0.800 1.220 -0.214 0.191 0.116 0.245 -0.129
C 0.363 -0.248 -0.158 -0.031 1.040 0.386 -0.396
C 1.420 -1.158 -0.784 -1.021 0.261 0.399 -0.563
S 0.899 -2.870 -0.317 0.620 -0.087 -0.693 0.663
H 0.850 1.597 -1.249 -0.005 -0.128 0.366 0.075
H 1.804 1.294 0.236 -0.293 0.244 -0.169 0.071
H 0.109 1.859 0.362 0.272 -0.200 -0.288 0.067
H 0.245 -0.549 0.901 -0.078 0.168 -0.518 0.091
H -0.637 -0.286 -0.632 0.520 -0.535 0.089 0.105
H 1.530 -0.890 -1.853 -0.028 -0.796 0.374 0.084
H 2.391 -0.966 -0.288 -0.466 -0.351 -0.208 0.075
H -0.334 -2.895 -0.867 0.291 0.273 0.028 -0.148
O -2.946 1.432 1.301 -0.587 -0.414 0.967 -0.091
H -3.861 1.070 1.329 0.993 0.384 0.011 0.048
H -2.634 1.390 2.233 -0.378 0.023 -0.989 0.048
```
Positions in Å, forces in eV/Å.

# 6
2 unconnected molecules or ions with the total composition C5H9N3O2 at a distorted geometry. Source: the Open Molecules 2025 dataset; level of theory: ωB97M-V/def2-TZVPD.

As for the SMILES: O=c1cc[nH]c(=O)[nH]1.CN. The calculation puts the LUMO energy at 0.07 eV. As for the relative energy (zero: lowest compared OMol25 entry of this formula, charge and spin): 200.7 kJ/mol. The value obtained for the HOMO energy is -8.73 eV. The total energy comes out at -510.6135 Eh. The gap between HOMO and LUMO comes out at 0.323 Ha.

```
19
Properties=species:S:1:pos:R:3:forces:R:3:lowdin_charge:R:1
O -0.740 -2.043 1.962 -1.704 -2.437 -0.067 0.135
C 0.026 -1.169 1.823 1.522 1.423 -2.500 -0.507
C 0.408 -0.235 2.779 1.660 3.018 1.070 -0.009
C 1.128 0.889 2.469 -1.187 -0.692 2.463 -0.061
N 1.631 1.088 1.239 2.740 3.495 1.071 0.083
C 1.266 0.376 0.177 -2.396 1.884 -5.117 -0.382
O 1.234 1.001 -1.029 1.396 -3.805 6.216 -0.081
N 0.631 -0.849 0.526 -0.711 1.160 -4.563 0.192
H 0.025 -0.323 3.757 -0.463 -0.160 0.875 0.105
H 1.223 1.733 3.241 0.243 -1.503 -1.400 0.161
H 2.229 1.969 1.139 -1.490 -1.870 -0.529 0.207
H 0.117 -1.099 -0.436 1.167 -0.167 3.166 0.195
C -0.870 0.290 -2.565 -1.031 -3.041 -1.126 -0.157
N -1.803 -0.897 -2.678 0.161 -0.054 -0.078 -0.076
H -0.790 0.600 -3.622 0.318 0.545 0.880 0.085
H -1.118 1.006 -1.840 -1.139 1.528 0.509 0.041
H 0.068 -0.009 -2.137 0.379 -0.569 -0.929 0.008
H -1.900 -1.652 -2.010 1.166 0.334 0.559 0.035
H -2.766 -0.677 -2.794 -0.631 0.912 -0.502 0.025
```
Positions in Å, forces in eV/Å.

Q: Which formula does entry 3 have?
A: C6H5NO3